{
  "formula": "C34H22F4O2",
  "method": "ωB97M-V with the def2-TZVPD basis set",
  "molar_mass_g_mol": 538.54,
  "lumo_energy_ha": -0.10611,
  "gap_ev": 4.8752,
  "fmax_ev_per_a": 1.87,
  "homo_energy_ev": -7.76,
  "symbols": ["F", "C", "C", "C", "F", "C", "C", "C", "C", "C", "C", "F", "C", "C", "F", "C", "C", "H", "H", "H", "H", "H", "H", "H", "C", "C", "C", "C", "C", "C", "C", "C", "C", "C", "C", "C", "O", "C", "C", "C", "C", "C", "C", "C", "O", "C", "C", "H", "H", "H", "H", "H", "H", "H", "H", "H", "H", "H", "H", "H", "H", "H"],
  "xyz": [[5.389, 1.115, 1.711], [4.197, 1.706, 1.350], [3.888, 2.956, 1.881], [2.682, 3.530, 1.475], [2.325, 4.750, 2.002], [1.814, 2.921, 0.587], [2.130, 1.638, 0.083], [1.269, 1.040, -0.911], [1.731, 0.825, -2.239], [0.766, 0.490, -3.238], [1.113, 0.572, -4.571], [0.144, 0.322, -5.519], [2.396, 0.915, -5.006], [3.359, 1.103, -4.011], [4.655, 1.354, -4.403], [3.077, 1.060, -2.653], [3.352, 1.032, 0.482], [4.538, 3.456, 2.586], [0.913, 3.435, 0.250], [0.182, 1.128, -0.801], [-0.248, 0.243, -2.923], [2.629, 1.012, -6.060], [3.859, 1.260, -1.925], [3.625, 0.055, 0.088], [1.771, -3.639, 1.994], [2.311, -2.750, 1.056], [1.500, -1.761, 0.501], [0.191, -1.586, 0.968], [-0.658, -0.468, 0.486], [-0.757, 0.687, 1.372], [-1.914, 1.657, 1.211], [-2.992, 1.496, 2.084], [-3.910, 2.538, 2.245], [-3.776, 3.704, 1.477], [-2.744, 3.815, 0.536], [-1.804, 2.787, 0.405], [0.064, 0.864, 2.280], [-1.721, -0.713, -0.479], [-2.397, -2.081, -0.412], [-1.787, -3.200, -0.982], [-2.307, -4.472, -0.722], [-3.495, -4.604, 0.009], [-4.183, -3.462, 0.433], [-3.640, -2.193, 0.217], [-2.042, 0.118, -1.340], [-0.340, -2.470, 1.923], [0.443, -3.508, 2.421], [2.390, -4.441, 2.399], [3.353, -2.826, 0.743], [1.835, -1.099, -0.302], [-3.098, 0.559, 2.638], [-4.710, 2.443, 2.983], [-4.485, 4.524, 1.608], [-2.652, 4.709, -0.084], [-1.003, 2.854, -0.329], [-0.888, -3.066, -1.587], [-1.782, -5.359, -1.081], [-3.894, -5.596, 0.224], [-5.140, -3.558, 0.948], [-4.146, -1.286, 0.555], [-1.385, -2.336, 2.223], [0.008, -4.198, 3.147]]
}

{
  "formula": "C34H22N5OsP2S2Se2",
  "method": "ωB97M-V with the def2-TZVPD basis set",
  "molar_mass_g_mol": 974.82,
  "lumo_energy_ha": -0.18164,
  "gap_ev": 5.5159,
  "fmax_ev_per_a": 1.05,
  "charge": 1,
  "homo_energy_ev": -10.46,
  "symbols": ["Os", "S", "C", "C", "C", "C", "N", "C", "C", "C", "S", "C", "N", "H", "H", "Se", "P", "C", "C", "C", "C", "C", "C", "C", "C", "C", "C", "C", "C", "C", "C", "N", "N", "N", "P", "Se", "C", "C", "C", "C", "C", "C", "C", "C", "C", "C", "C", "C", "H", "H", "H", "H", "H", "H", "H", "H", "H", "H", "H", "H", "H", "H", "H", "H", "H", "H", "H", "H"],
  "xyz": [[0.267, -0.294, 0.690], [1.982, -1.576, 0.062], [0.995, -2.655, 1.002], [1.582, -3.409, 2.054], [0.804, -4.134, 2.906], [1.412, -4.884, 3.972], [1.896, -5.477, 4.825], [-0.616, -4.115, 2.772], [-1.207, -3.394, 1.777], [-0.417, -2.655, 0.854], [-1.223, -1.614, -0.305], [-1.439, -4.836, 3.709], [-2.093, -5.394, 4.466], [2.654, -3.387, 2.189], [-2.283, -3.377, 1.685], [1.905, 2.756, 6.609], [0.094, 1.746, 6.341], [-0.161, 0.264, 7.336], [-1.350, -0.460, 7.243], [-1.505, -1.628, 7.961], [-0.472, -2.080, 8.779], [0.705, -1.361, 8.877], [0.867, -0.187, 8.152], [-1.360, 2.780, 6.629], [-2.200, 2.526, 7.712], [-3.222, 3.410, 8.023], [-3.409, 4.556, 7.266], [-2.562, 4.827, 6.201], [-1.542, 3.946, 5.891], [0.052, 0.993, 4.640], [0.042, 1.372, 3.310], [0.361, 0.237, 2.598], [0.501, -0.775, 3.467], [0.328, -0.354, 4.655], [-0.066, 2.821, 2.264], [-0.262, 1.970, 0.205], [-1.576, 3.737, 2.488], [-2.769, 3.029, 2.652], [-3.966, 3.715, 2.704], [-3.977, 5.100, 2.586], [-2.793, 5.804, 2.424], [-1.584, 5.125, 2.372], [1.368, 3.870, 2.397], [1.516, 4.656, 3.541], [2.641, 5.451, 3.681], [3.610, 5.463, 2.689], [3.464, 4.681, 1.551], [2.345, 3.880, 1.400], [-2.155, -0.113, 6.605], [-2.424, -2.193, 7.887], [-0.592, -2.998, 9.337], [1.504, -1.712, 9.515], [1.787, 0.381, 8.213], [-2.054, 1.648, 8.325], [-3.866, 3.205, 8.866], [-4.202, 5.247, 7.517], [-2.683, 5.735, 5.627], [-0.852, 4.197, 5.095], [-2.758, 1.949, 2.742], [-4.892, 3.175, 2.838], [-4.916, 5.634, 2.622], [-2.808, 6.880, 2.333], [-0.662, 5.672, 2.234], [0.780, 4.643, 4.334], [2.761, 6.049, 4.572], [4.486, 6.085, 2.802], [4.220, 4.696, 0.780], [2.232, 3.274, 0.512]]
}

{
  "formula": "C34H23BCl4F6N6O9S2Y",
  "method": "ωB97M-V with the def2-TZVPD basis set",
  "molar_mass_g_mol": 1079.24,
  "lumo_energy_ha": 0.05138,
  "gap_ev": 6.9364,
  "fmax_ev_per_a": 2.19,
  "charge": -1,
  "homo_energy_ev": -5.54,
  "symbols": ["Y", "Cl", "C", "C", "C", "Cl", "C", "C", "C", "C", "N", "C", "C", "O", "H", "H", "H", "H", "O", "C", "O", "C", "C", "C", "C", "C", "C", "N", "C", "C", "C", "C", "C", "C", "N", "H", "H", "H", "H", "H", "H", "H", "H", "H", "H", "Cl", "C", "C", "C", "Cl", "C", "O", "C", "C", "O", "C", "H", "H", "H", "F", "C", "F", "F", "S", "O", "O", "N", "S", "O", "O", "C", "F", "F", "F", "B", "C", "N", "H", "H", "H", "C", "C", "N", "H", "H", "H"],
  "xyz": [[-0.518, -0.101, 0.276], [1.990, -0.332, -4.258], [2.225, -1.502, -2.987], [3.199, -2.495, -3.153], [3.388, -3.434, -2.184], [4.641, -4.631, -2.397], [2.585, -3.445, -1.021], [2.693, -4.404, 0.008], [1.854, -4.336, 1.077], [0.893, -3.314, 1.129], [0.760, -2.396, 0.203], [1.601, -2.441, -0.870], [1.428, -1.401, -1.850], [0.593, -0.439, -1.655], [3.804, -2.509, -4.049], [3.446, -5.177, -0.068], [1.913, -5.052, 1.886], [0.226, -3.273, 1.974], [5.167, 3.543, -4.631], [4.872, 4.369, -3.601], [5.439, 5.421, -3.503], [3.832, 3.893, -2.638], [3.473, 2.555, -2.507], [2.490, 2.174, -1.614], [1.862, 3.122, -0.817], [2.207, 4.470, -0.960], [3.189, 4.846, -1.855], [0.859, 2.688, 0.077], [0.755, 3.262, 1.194], [-0.281, 2.900, 2.186], [-0.634, 3.839, 3.142], [-1.538, 3.490, 4.131], [-2.038, 2.202, 4.143], [-1.655, 1.334, 3.134], [-0.808, 1.670, 2.159], [4.584, 2.776, -4.623], [3.955, 1.778, -3.090], [2.186, 1.140, -1.517], [1.677, 5.225, -0.391], [3.465, 5.885, -1.976], [1.456, 4.038, 1.520], [-0.192, 4.826, 3.113], [-1.830, 4.207, 4.889], [-2.712, 1.854, 4.914], [-2.049, 0.326, 3.119], [-2.915, -0.918, -6.888], [-2.578, -0.949, -5.173], [-2.625, -2.174, -4.493], [-2.394, -2.218, -3.147], [-2.412, -3.729, -2.318], [-2.123, -1.037, -2.368], [-2.012, -1.092, -1.097], [-2.009, 0.167, -3.124], [-1.534, 1.385, -2.520], [-1.235, 1.574, -1.351], [-2.254, 0.192, -4.508], [-2.830, -3.087, -5.038], [-1.417, 2.226, -3.226], [-2.167, 1.133, -5.042], [-4.767, -2.662, 0.890], [-4.169, -2.388, 2.058], [-4.373, -1.102, 2.337], [-4.728, -3.128, 3.006], [-2.350, -2.805, 1.889], [-1.730, -1.493, 1.691], [-2.286, -3.751, 0.835], [-1.954, -3.489, 3.261], [-1.844, -2.657, 4.625], [-1.933, -3.536, 5.747], [-2.623, -1.444, 4.613], [-0.081, -2.110, 4.673], [0.151, -1.547, 5.856], [0.195, -1.230, 3.715], [0.718, -3.173, 4.525], [3.130, 1.084, 3.125], [2.194, 0.482, 2.025], [1.434, 0.139, 1.226], [3.782, 0.202, 3.638], [3.836, 1.905, 2.570], [2.377, 1.612, 3.926], [-5.254, 0.288, -0.540], [-3.985, 0.673, 0.064], [-2.990, 0.961, 0.551], [-5.537, 1.001, -1.310], [-6.025, 0.243, 0.226], [-5.133, -0.700, -0.987]]
}

{
  "formula": "C34H23Br4N4O8S3Ta",
  "method": "ωB97M-V with the def2-TZVPD basis set",
  "molar_mass_g_mol": 1212.34,
  "lumo_energy_ha": 0.13517,
  "gap_ev": 6.4908,
  "fmax_ev_per_a": 1.00,
  "charge": -2,
  "homo_energy_ev": -2.81,
  "symbols": ["Ta", "S", "C", "C", "N", "C", "S", "C", "N", "C", "C", "C", "C", "C", "C", "C", "S", "O", "O", "N", "C", "C", "O", "O", "H", "H", "H", "H", "H", "H", "H", "H", "H", "Br", "C", "C", "Br", "C", "Br", "C", "O", "C", "O", "C", "Br", "C", "C", "C", "C", "C", "C", "N", "C", "C", "C", "C", "C", "C", "C", "O", "O", "C", "C", "H", "H", "H", "H", "H", "H", "H", "H", "H", "H", "H", "H", "H", "H"],
  "xyz": [[-0.971, -1.136, -2.435], [-0.806, -3.750, -2.576], [-2.347, -4.438, -2.922], [-2.461, -5.868, -2.990], [-2.543, -7.016, -3.030], [-3.429, -3.649, -3.124], [-3.309, -1.925, -3.026], [-4.720, -4.197, -3.416], [-5.760, -4.636, -3.644], [0.496, 5.384, 1.147], [-0.326, 4.343, 0.440], [-0.155, 2.994, 0.723], [-0.913, 2.029, 0.077], [-1.860, 2.418, -0.856], [-2.046, 3.762, -1.151], [-1.277, 4.714, -0.507], [-2.849, 1.177, -1.651], [-2.745, -0.020, -0.813], [-4.114, 1.804, -1.903], [-2.103, 0.650, -2.954], [-1.284, 1.588, -3.711], [0.090, 1.599, -3.045], [0.891, 2.500, -3.190], [0.291, 0.512, -2.339], [1.271, 4.918, 1.753], [-0.125, 5.989, 1.814], [0.978, 6.065, 0.444], [0.581, 2.684, 1.456], [-0.757, 0.984, 0.290], [-2.797, 4.057, -1.873], [-1.413, 5.763, -0.747], [-1.752, 2.570, -3.794], [-1.159, 1.200, -4.724], [2.954, -2.328, -8.147], [2.384, -2.194, -6.345], [3.215, -2.578, -5.301], [4.952, -3.253, -5.662], [2.795, -2.477, -3.971], [3.854, -2.982, -2.496], [1.526, -1.982, -3.685], [1.007, -1.827, -2.503], [0.696, -1.596, -4.755], [-0.492, -1.144, -4.358], [1.103, -1.697, -6.067], [-0.108, -1.138, -7.398], [2.735, 3.361, 5.162], [1.672, 2.325, 4.913], [0.396, 2.506, 5.434], [-0.585, 1.551, 5.216], [-0.309, 0.417, 4.473], [0.962, 0.226, 3.935], [1.285, -0.887, 3.144], [0.383, -1.945, 2.919], [-0.053, -2.736, 3.981], [-0.862, -3.834, 3.750], [-1.234, -4.178, 2.456], [-0.818, -3.390, 1.398], [-0.025, -2.265, 1.620], [0.345, -1.393, 0.456], [1.298, -0.634, 0.473], [-0.503, -1.506, -0.526], [1.970, 1.181, 4.167], [3.351, 0.989, 3.600], [2.310, 4.240, 5.648], [3.203, 3.689, 4.232], [3.542, 2.984, 5.796], [0.172, 3.402, 6.002], [-1.583, 1.700, 5.608], [-1.090, -0.306, 4.276], [1.713, -0.617, 2.258], [0.267, -2.482, 4.985], [-1.188, -4.439, 4.588], [-1.854, -5.046, 2.273], [-1.114, -3.615, 0.380], [3.539, -0.054, 3.359], [4.116, 1.316, 4.306], [3.495, 1.562, 2.678]]
}

{
  "formula": "C34H23BrIMnN7O2",
  "method": "ωB97M-V with the def2-TZVPD basis set",
  "molar_mass_g_mol": 823.35,
  "s_squared": 6.05,
  "lumo_energy_ha": [-0.12777, -0.13743],
  "gap_ev": [6.7091, 6.6879],
  "fmax_ev_per_a": 0.95,
  "charge": 1,
  "spin_multiplicity": 5,
  "homo_energy_ev": [-10.19, -10.43],
  "symbols": ["Mn", "O", "C", "N", "C", "C", "C", "C", "C", "C", "N", "C", "O", "C", "C", "C", "C", "C", "N", "C", "C", "C", "C", "C", "N", "H", "H", "H", "H", "H", "H", "H", "H", "H", "H", "H", "H", "N", "C", "C", "C", "C", "C", "C", "C", "N", "C", "C", "N", "C", "H", "H", "H", "H", "H", "H", "H", "Br", "C", "C", "C", "C", "C", "C", "I", "H", "H", "H", "H"],
  "xyz": [[0.294, 0.279, 0.138], [-0.809, -3.496, 0.721], [-0.570, -2.313, 0.770], [0.237, -1.576, -0.055], [1.168, -2.154, -0.944], [1.229, -3.476, -1.372], [2.278, -3.870, -2.191], [3.259, -2.968, -2.569], [3.199, -1.640, -2.171], [2.137, -1.223, -1.379], [1.870, 0.078, -0.907], [2.651, 1.167, -1.148], [3.700, 1.227, -1.747], [2.002, 2.401, -0.574], [2.514, 3.662, -0.805], [1.834, 4.764, -0.315], [0.652, 4.560, 0.389], [0.212, 3.270, 0.587], [0.869, 2.197, 0.126], [-1.112, -1.460, 1.887], [-1.987, -1.991, 2.817], [-2.352, -1.220, 3.908], [-1.822, 0.059, 4.030], [-0.980, 0.527, 3.041], [-0.628, -0.208, 1.980], [0.472, -4.174, -1.055], [2.332, -4.896, -2.530], [4.081, -3.301, -3.188], [3.957, -0.936, -2.471], [3.430, 3.748, -1.373], [2.209, 5.764, -0.482], [0.077, 5.389, 0.776], [-0.700, 3.076, 1.140], [-2.348, -2.998, 2.660], [-3.025, -1.612, 4.659], [-2.052, 0.684, 4.881], [-0.559, 1.525, 3.102], [-8.724, 5.587, 1.345], [-7.849, 4.952, 0.955], [-6.751, 4.164, 0.483], [-5.603, 4.041, 1.264], [-4.537, 3.296, 0.801], [-4.614, 2.657, -0.433], [-5.761, 2.765, -1.204], [-6.826, 3.522, -0.751], [-3.499, 1.914, -0.909], [-3.033, 1.868, -2.205], [-1.881, 1.148, -2.173], [-1.624, 0.759, -0.880], [-2.600, 1.255, -0.145], [-5.545, 4.545, 2.219], [-3.638, 3.223, 1.399], [-5.832, 2.244, -2.150], [-7.722, 3.614, -1.348], [-3.552, 2.335, -3.023], [-1.238, 0.857, -2.987], [-2.747, 1.067, 0.907], [-4.388, -4.273, 0.444], [-5.402, -3.070, -0.611], [-6.759, -2.937, -0.348], [-7.525, -2.045, -1.080], [-6.933, -1.269, -2.065], [-5.580, -1.400, -2.331], [-4.812, -2.311, -1.617], [-2.782, -2.519, -2.123], [-7.212, -3.536, 0.429], [-8.584, -1.963, -0.879], [-7.530, -0.570, -2.635], [-5.113, -0.809, -3.108]]
}

{
  "formula": "C34H23MnN5O6P2SSe2",
  "method": "ωB97M-V with the def2-TZVPD basis set",
  "molar_mass_g_mol": 904.46,
  "s_squared": 0.77,
  "lumo_energy_ha": [-0.05755, -0.05628],
  "gap_ev": [6.3386, 6.3738],
  "fmax_ev_per_a": 3.53,
  "spin_multiplicity": 2,
  "homo_energy_ev": [-7.90, -7.91],
  "symbols": ["Mn", "Se", "P", "C", "C", "C", "C", "C", "C", "C", "C", "C", "C", "C", "C", "C", "C", "N", "N", "N", "P", "Se", "C", "C", "C", "C", "C", "C", "C", "C", "C", "C", "C", "C", "H", "H", "H", "H", "H", "H", "H", "H", "H", "H", "H", "H", "H", "H", "H", "H", "H", "H", "H", "H", "S", "C", "O", "C", "O", "C", "C", "C", "C", "C", "C", "N", "O", "O", "N", "O", "O", "H", "H", "H"],
  "xyz": [[-0.900, 1.237, -2.872], [0.254, -3.009, 2.170], [-1.033, -1.327, 2.419], [-2.735, -1.953, 2.618], [-3.189, -2.677, 1.515], [-4.389, -3.357, 1.570], [-5.148, -3.325, 2.730], [-4.711, -2.589, 3.818], [-3.507, -1.904, 3.769], [-0.293, -0.225, 3.665], [0.954, 0.268, 3.280], [1.726, 0.987, 4.170], [1.260, 1.220, 5.455], [0.014, 0.747, 5.834], [-0.764, 0.021, 4.946], [-1.128, -0.341, 0.921], [-0.537, -0.418, -0.339], [-1.086, 0.604, -1.053], [-1.939, 1.240, -0.269], [-1.981, 0.701, 0.896], [0.639, -1.506, -1.148], [0.969, -0.700, -3.153], [-0.251, -3.092, -1.315], [-1.509, -2.924, -1.896], [-2.307, -4.021, -2.157], [-1.848, -5.293, -1.850], [-0.592, -5.461, -1.292], [0.216, -4.366, -1.022], [2.202, -1.306, -0.243], [3.046, -2.315, 0.199], [4.253, -1.974, 0.790], [4.620, -0.646, 0.923], [3.777, 0.360, 0.477], [2.569, 0.034, -0.106], [-2.584, -2.717, 0.617], [-4.727, -3.921, 0.712], [-6.068, -3.886, 2.789], [-5.307, -2.554, 4.718], [-3.198, -1.342, 4.633], [1.320, 0.072, 2.279], [2.693, 1.359, 3.864], [1.873, 1.756, 6.162], [-0.353, 0.937, 6.831], [-1.725, -0.336, 5.275], [-1.847, -1.924, -2.159], [-3.280, -3.882, -2.603], [-2.468, -6.151, -2.060], [-0.232, -6.453, -1.067], [1.185, -4.517, -0.576], [2.765, -3.351, 0.103], [4.909, -2.753, 1.147], [5.571, -0.389, 1.364], [4.055, 1.398, 0.584], [1.904, 0.819, -0.454], [-3.731, -0.351, -4.055], [-2.647, 0.519, -3.365], [0.381, 2.863, -6.247], [0.172, 2.849, -5.058], [-0.541, 1.977, -4.422], [0.784, 3.879, -4.120], [0.599, 3.745, -2.755], [1.242, 4.606, -1.856], [1.974, 5.684, -2.343], [2.127, 5.827, -3.713], [1.571, 4.909, -4.615], [2.900, 6.926, -4.227], [3.042, 6.998, -5.433], [3.364, 7.717, -3.426], [1.183, 4.305, -0.474], [0.832, 3.151, -0.170], [1.512, 5.163, 0.334], [-0.083, 2.989, -2.317], [2.433, 6.391, -1.668], [1.744, 4.997, -5.675]]
}